Below is 5 unconnected molecules or ions with the total composition C14H40N2O8 in a non-equilibrium geometry, with properties calculated with ωB97M-V/def2-TZVPD.

Results
HOMO level, hartree: -0.345
Energy above the lowest of the compared OMol25 structures with the same formula, charge and spin, kcal/mol: 41.30
DFT total energy, eV: -34522.974
Frontier orbital gap, eV: 9.88
Molecular weight, g/mol: 364.48
LUMO level, eV: 0.50
Largest force on an atom, eV/Å: 3.173

CARTESIAN COORDINATES (ANGSTROEM)
C 2.92 1.45 3.77
O 3.96 1.91 2.94
C 3.83 1.39 1.61
C 4.98 1.73 0.59
C 4.70 1.34 -0.87
N 6.23 1.06 0.96
H 1.97 1.93 3.55
H 3.00 1.65 4.84
H 2.71 0.38 3.72
H 3.77 0.30 1.53
H 2.83 1.68 1.29
H 5.19 2.80 0.63
H 4.51 0.28 -0.99
H 5.56 1.64 -1.48
H 3.85 1.89 -1.28
H 6.32 1.32 1.93
H 6.20 0.06 1.06
C -1.51 -1.85 -3.47
O -1.88 -1.58 -2.14
C -3.28 -1.10 -2.08
C -3.67 -0.77 -0.57
C -3.80 -2.04 0.32
N -4.90 -0.03 -0.45
H -2.24 -2.51 -3.93
H -0.54 -2.34 -3.43
H -1.35 -0.95 -4.06
H -3.28 -0.25 -2.77
H -3.88 -1.94 -2.43
H -2.88 -0.10 -0.22
H -2.76 -2.32 0.50
H -4.22 -2.95 -0.10
H -4.03 -1.80 1.36
H -5.72 -0.56 -0.72
H -4.95 0.19 0.53
O -2.79 3.25 -3.87
C -2.27 2.26 -2.97
C -1.07 2.85 -2.16
O 0.17 2.71 -2.84
H -3.57 2.92 -4.31
H -3.04 2.11 -2.22
H -1.97 1.40 -3.57
H -0.98 2.39 -1.18
H -1.24 3.91 -1.96
H 0.06 3.28 -3.61
O -2.20 -2.35 4.89
C -1.54 -1.51 4.03
C -0.16 -2.08 3.74
O -0.25 -2.96 2.62
H -2.62 -3.06 4.40
H -2.08 -1.16 3.15
H -1.32 -0.63 4.64
H 0.23 -2.68 4.57
H 0.53 -1.29 3.47
H -0.10 -2.43 1.84
O 0.49 0.26 -2.06
C 1.34 -0.17 -1.04
C 0.99 -1.52 -0.41
O -0.34 -1.43 0.07
H 0.71 1.14 -2.38
H 2.39 -0.07 -1.30
H 1.13 0.54 -0.23
H 1.67 -1.79 0.40
H 1.08 -2.30 -1.17
H -0.92 -1.48 -0.69